Record 1
Computed, not measured: a single C6H10N2O molecule at a distorted geometry, with the ωB97M-V functional and the def2-TZVPD basis.

Each line ends with the Löwdin charge.
Cartesian coordinates (Å):
H (-3.53, 0.82, 1.43)  0.050
N (-2.53, 0.89, 1.24)  0.069
C (-2.11, 0.28, 0.24)  -0.167
C (-0.44, 0.63, -0.32)  -0.295
C (-0.42, 0.79, -1.83)  -0.065
C (0.24, -0.51, 0.19)  -0.201
C (0.04, -1.75, 0.56)  0.045
C (1.98, 0.06, 0.10)  -0.423
N (2.66, -0.23, 1.24)  0.144
O (2.53, 0.50, -0.89)  0.043
H (-2.71, -0.36, -0.43)  0.105
H (-0.20, 1.55, 0.22)  0.134
H (-0.70, -0.15, -2.31)  0.086
H (-1.11, 1.57, -2.13)  0.079
H (0.58, 1.07, -2.15)  0.070
H (0.86, -2.39, 0.84)  0.064
H (-0.96, -2.17, 0.64)  0.061
H (2.18, -0.57, 2.05)  0.093
H (3.65, -0.04, 1.30)  0.109

Properties
* energy relative to the best compared isomer or geometry (same formula, charge and spin): 252.94 kJ/mol
* 2S+1: 1
* total charge: 0
* frontier orbital gap: 9.51 eV
* LUMO: 0.92 eV
* structure (SMILES): [H]/N=C/[C@H](C)C(=C)C(N)=O

=====

Record 2
Computed, not measured: C6H10N2O as an isolated structure at a distorted geometry, with the ωB97M-V functional and the def2-TZVPD basis.

Each line ends with the Löwdin charge.
Cartesian coordinates (Å):
C (-0.88, 0.75, 2.06)  -0.053
C (-0.58, 1.30, 0.85)  -0.226
C (-0.65, -0.78, -1.08)  -0.319
C (0.01, -0.45, 1.71)  -0.385
C (1.22, -0.79, 2.55)  -0.045
C (-1.89, 0.04, -2.78)  -0.042
N (0.36, 0.32, 0.44)  0.015
N (-0.96, 0.26, -1.76)  0.021
O (-0.65, -1.95, -1.02)  0.169
H (-1.41, 1.12, 2.89)  0.065
H (-0.95, 2.32, 0.55)  0.116
H (-0.72, -1.30, 1.60)  0.138
H (1.39, 0.06, 3.16)  0.071
H (1.91, -0.98, 1.78)  0.058
H (1.00, -1.66, 3.10)  0.059
H (-1.40, 0.31, -3.73)  0.105
H (-1.86, -0.98, -2.92)  0.069
H (-2.80, 0.57, -2.53)  0.108
H (-0.87, 1.04, -1.19)  0.077

Properties
* energy relative to the best compared isomer or geometry (same formula, charge and spin): 495.13 kJ/mol
* 2S+1: 1
* total charge: 0
* frontier orbital gap (spin up / spin down): 8.13 / 8.13 eV
* LUMO (spin up / spin down): 0.69 / 0.69 eV

=====

Record 3
Computed, not measured: a single C6H10N2O molecule at a distorted geometry, with the ωB97M-V functional and the def2-TZVPD basis.

Each line ends with the Löwdin charge.
Cartesian coordinates (Å):
C (-0.17, -2.23, 0.12)  -0.059
C (0.46, -0.84, 0.05)  -0.325
C (1.52, -0.84, -1.06)  -0.175
N (2.39, -0.98, -1.81)  0.159
C (-0.58, 0.25, -0.23)  -0.288
C (-1.41, 0.62, 0.99)  -0.049
C (0.13, 1.50, -0.80)  -0.526
N (1.04, 2.12, 0.00)  0.172
O (-0.25, 2.02, -1.85)  0.059
H (0.59, -3.00, 0.22)  0.088
H (-0.76, -2.44, -0.78)  0.095
H (-0.85, -2.30, 0.98)  0.082
H (0.99, -0.64, 0.98)  0.140
H (-1.26, -0.08, -1.03)  0.151
H (-0.77, 0.85, 1.85)  0.083
H (-2.07, -0.21, 1.28)  0.079
H (-2.03, 1.50, 0.79)  0.093
H (1.35, 3.03, -0.32)  0.117
H (1.67, 1.65, 0.63)  0.103

Properties
* energy relative to the best compared isomer or geometry (same formula, charge and spin): 0.00 kJ/mol
* 2S+1: 1
* total charge: 0
* frontier orbital gap: 10.59 eV
* LUMO: 0.64 eV
* structure (SMILES): C[C@@H](C#N)[C@@H](C)C(N)=O

=====

Record 4
Computed, not measured: a 2-piece molecular cluster, C6H10N2O2 overall at a distorted geometry, with the ωB97M-V functional and the def2-TZVPD basis.

Each line ends with the Löwdin charge.
Cartesian coordinates (Å):
N (1.93, -1.17, 1.24)  0.164
C (0.76, -1.12, 1.23)  -0.114
C (-0.66, -1.20, 1.59)  -0.392
C (-1.13, -2.46, 2.30)  0.017
C (-1.47, -2.26, 0.86)  -0.240
O (-2.78, -1.97, 0.52)  -0.071
C (-3.03, -0.59, 0.29)  -0.174
C (-2.69, 0.20, 1.54)  -0.183
N (-1.26, 0.09, 1.83)  0.015
H (-0.39, -3.22, 2.57)  0.120
H (-1.94, -2.31, 3.02)  0.126
H (-0.94, -2.86, 0.12)  0.164
H (-2.44, -0.23, -0.57)  0.135
H (-4.09, -0.49, 0.06)  0.131
H (-2.93, 1.26, 1.38)  0.123
H (-3.31, -0.17, 2.37)  0.122
H (-1.06, 0.40, 2.78)  0.127
O (1.74, -0.40, -1.50)  -0.144
H (0.99, 0.18, -1.25)  0.027
H (2.41, -0.51, -0.71)  0.046

Properties
* energy relative to the best compared isomer or geometry (same formula, charge and spin): 267.82 kJ/mol
* 2S+1: 1
* total charge: 0
* frontier orbital gap: 10.30 eV
* LUMO: 0.71 eV
* structure (SMILES): N#C[C@]12C[C@H]1OCCN2.O

=====

Record 5
Computed, not measured: a single C6H10N2O2 molecule at a distorted geometry, with the ωB97M-V functional and the def2-TZVPD basis.

Each line ends with the Löwdin charge.
Cartesian coordinates (Å):
C (1.71, 1.37, -2.56)  0.065
C (1.49, 0.47, -1.56)  -0.354
C (2.52, -0.58, -1.24)  -0.037
C (0.27, 0.64, -0.94)  0.068
N (-0.18, -0.25, 0.13)  -0.123
O (0.49, -1.20, 0.61)  -0.059
C (-1.38, 0.13, 0.77)  -0.509
O (-1.96, 1.17, 0.65)  0.099
N (-1.64, -0.79, 1.72)  0.018
C (-2.71, -0.57, 2.64)  -0.073
H (2.67, 1.56, -3.09)  0.079
H (0.87, 1.98, -2.97)  0.079
H (2.23, -1.00, -0.17)  0.108
H (3.49, -0.04, -1.32)  0.095
H (2.39, -1.29, -1.98)  0.052
H (-0.32, 1.45, -0.96)  0.080
H (-0.93, -1.45, 1.75)  0.091
H (-3.19, 0.47, 2.33)  0.127
H (-3.52, -1.41, 2.50)  0.109
H (-2.29, -0.65, 3.67)  0.083

Properties
* energy relative to the best compared isomer or geometry (same formula, charge and spin): 440.01 kJ/mol
* 2S+1: 1
* total charge: 0
* frontier orbital gap (spin up / spin down): 7.53 / 8.12 eV
* LUMO (spin up / spin down): -0.64 / -0.52 eV
* structure (SMILES): C=C(C)/C=[N+](\[O-])C(=O)NC

=====

Record 6
Computed, not measured: a 2-piece molecular cluster, C6H10N2O2 overall at a distorted geometry, with the ωB97M-V functional and the def2-TZVPD basis.

Each line ends with the Löwdin charge.
Cartesian coordinates (Å):
N (-1.65, 2.51, 0.70)  0.159
C (-1.04, 1.52, 0.48)  -0.113
C (-0.35, 0.25, 0.67)  -0.390
C (0.47, 0.06, 1.94)  0.018
C (1.17, 0.29, 0.64)  -0.239
O (1.85, -0.76, 0.04)  -0.071
C (1.12, -1.41, -0.99)  -0.174
C (-0.17, -1.95, -0.44)  -0.183
N (-1.03, -0.85, 0.02)  0.015
H (0.46, 0.86, 2.68)  0.120
H (0.49, -0.96, 2.33)  0.126
H (1.63, 1.27, 0.46)  0.165
H (0.93, -0.70, -1.82)  0.135
H (1.76, -2.22, -1.36)  0.131
H (-0.71, -2.50, -1.23)  0.123
H (0.06, -2.67, 0.37)  0.122
H (-1.77, -1.20, 0.61)  0.127
O (-0.82, 3.02, -1.86)  -0.169
H (-0.94, 2.09, -2.14)  0.027
H (-1.47, 3.36, -1.09)  0.070

Properties
* energy relative to the best compared isomer or geometry (same formula, charge and spin): 297.32 kJ/mol
* 2S+1: 1
* total charge: 0
* frontier orbital gap: 10.29 eV
* LUMO: 0.71 eV
* structure (SMILES): N#C[C@]12C[C@H]1OCCN2.O

=====

Record 7
Computed, not measured: a single C6H10N2O3 molecule at a distorted geometry, with the ωB97M-V functional and the def2-TZVPD basis.

Each line ends with the Löwdin charge.
Cartesian coordinates (Å):
C (-1.35, -0.53, 0.31)  -0.066
C (1.55, -0.82, -0.67)  -0.552
C (-2.54, 0.08, 0.22)  -0.010
C (-0.80, -1.89, -0.10)  -0.426
C (0.57, 0.44, 1.06)  -0.153
C (2.25, 1.50, -0.38)  -0.013
N (0.66, -1.83, -0.19)  0.104
N (1.32, 0.38, -0.15)  -0.062
O (2.46, -1.05, -1.43)  0.094
O (-1.31, -2.47, -1.23)  0.045
O (0.21, 1.67, 1.40)  0.054
H (-2.76, 1.13, 0.65)  0.082
H (-3.33, -0.40, -0.20)  0.010
H (-1.18, -2.55, 0.85)  0.195
H (0.67, -0.45, 1.70)  0.144
H (3.28, 1.25, -0.08)  0.091
H (2.39, 1.75, -1.50)  0.128
H (1.94, 2.34, 0.25)  0.085
H (1.04, -2.65, -0.63)  0.130
H (-1.37, -1.88, -1.89)  0.038
H (0.04, 2.10, 0.60)  0.083

Properties
* energy relative to the best compared isomer or geometry (same formula, charge and spin): 515.66 kJ/mol
* 2S+1: 1
* total charge: 0
* frontier orbital gap: 8.44 eV
* LUMO: 0.49 eV

=====

Record 8
Computed, not measured: a single C6H10N2O3 molecule at a distorted geometry, with the ωB97M-V functional and the def2-TZVPD basis.

Each line ends with the Löwdin charge.
Cartesian coordinates (Å):
C (-0.22, -2.10, -0.53)  -0.061
N (-0.44, -0.78, -1.27)  -0.246
C (-1.66, -0.90, -2.08)  -0.119
C (-0.59, 0.31, -0.33)  -0.086
C (0.58, 0.94, -0.14)  -0.396
O (1.74, 0.67, -0.81)  0.041
N (0.81, 2.00, 0.71)  0.076
C (0.46, 1.73, 1.99)  -0.151
O (0.98, 0.38, 2.44)  0.126
C (1.37, 1.43, 3.13)  -0.447
O (1.99, 1.75, 4.07)  0.181
H (0.56, -1.95, 0.21)  0.079
H (-1.13, -2.64, -0.10)  0.103
H (0.09, -2.69, -1.34)  0.048
H (-2.57, -1.44, -1.68)  0.093
H (-2.01, 0.04, -2.36)  0.051
H (-1.32, -1.57, -2.93)  0.099
H (-1.51, 0.59, 0.08)  0.108
H (1.76, 0.13, -1.68)  0.172
H (1.73, 2.43, 0.44)  0.177
H (-0.62, 1.66, 2.16)  0.151

Properties
* energy relative to the best compared isomer or geometry (same formula, charge and spin): 454.30 kJ/mol
* 2S+1: 1
* total charge: 0
* frontier orbital gap: 8.84 eV
* LUMO: 0.74 eV
* structure (SMILES): CN(C)/C=C(\O)N[C@H]1OC1=O

=====

Record 9
Computed, not measured: a single C6H10N2O3S molecule at a distorted geometry, with the ωB97M-V functional and the def2-TZVPD basis.

Each line ends with the Löwdin charge.
Cartesian coordinates (Å):
C (-2.61, 2.17, 0.08)  -0.012
C (-1.76, 0.95, 0.05)  -0.357
N (-0.59, 0.68, 0.62)  0.096
C (-0.18, -0.49, 0.21)  -0.320
C (1.27, -0.92, 0.71)  -0.277
C (1.93, -2.24, 0.29)  -0.109
S (2.28, 0.33, -0.21)  0.587
O (3.66, 0.26, 0.05)  -0.271
O (1.93, 0.33, -1.61)  -0.281
O (1.79, 1.68, 0.47)  -0.156
C (-1.11, -1.04, -0.64)  -0.034
N (-2.06, -0.08, -0.76)  0.064
H (-3.56, 1.96, 0.75)  0.122
H (-2.06, 3.00, 0.54)  0.082
H (-2.99, 2.45, -0.90)  0.069
H (1.24, -0.73, 1.84)  0.158
H (1.96, -2.53, -0.84)  0.120
H (3.00, -2.26, 0.57)  0.082
H (1.36, -3.07, 0.74)  0.078
H (0.90, 1.55, 0.75)  -0.003
H (-1.45, -1.86, -1.39)  0.158
H (-2.96, -0.14, -1.33)  0.205

Properties
* energy relative to the best compared isomer or geometry (same formula, charge and spin): 33.19 kJ/mol
* 2S+1: 1
* total charge: 0
* frontier orbital gap: 9.47 eV
* LUMO: 0.38 eV
* structure (SMILES): Cc1nc([C@@H](C)S(=O)(=O)O)c[nH]1

=====

Record 10
Computed, not measured: C6H10N2OS2 as an isolated structure at a distorted geometry, with the ωB97M-V functional and the def2-TZVPD basis.

Each line ends with the Löwdin charge.
Cartesian coordinates (Å):
C (1.60, -2.71, -0.23)  0.112
C (1.48, -2.06, 0.73)  -0.164
C (-2.06, -0.94, -1.29)  -0.040
C (1.11, -1.09, 1.74)  -0.157
C (-1.54, 1.28, -1.66)  -0.163
C (0.04, 1.04, 2.01)  -0.067
N (-1.18, -0.01, -1.04)  -0.100
N (0.78, 0.04, 1.30)  -0.165
O (1.39, 1.97, -0.76)  -0.568
S (3.58, 0.19, -0.29)  0.178
S (1.72, 0.55, -0.67)  0.383
H (1.85, -3.36, -1.03)  0.049
H (-1.89, -1.84, -0.72)  0.056
H (-2.98, -0.61, -1.85)  0.082
H (1.08, -1.35, 2.78)  0.123
H (-1.54, 2.05, -0.82)  0.090
H (-0.70, 1.52, -2.27)  0.043
H (-2.45, 1.43, -2.24)  0.068
H (-0.10, 1.83, 1.22)  0.082
H (-0.88, 0.67, 2.35)  0.077
H (0.69, 1.42, 2.75)  0.082

Properties
* energy relative to the best compared isomer or geometry (same formula, charge and spin): 415.25 kJ/mol
* 2S+1: 1
* total charge: 0
* frontier orbital gap: 7.98 eV
* LUMO: -0.33 eV

=====

Record 11
Computed, not measured: C6H10N2S2 as an isolated structure at a distorted geometry, with the ωB97M-V functional and the def2-TZVPD basis.

Each line ends with the Löwdin charge.
Cartesian coordinates (Å):
C (-0.56, 0.66, -1.26)  -0.817
C (0.80, 0.13, -1.38)  -0.197
C (1.52, 0.61, -0.10)  -0.192
C (1.01, -0.19, 1.14)  -0.224
C (-1.49, -0.30, -0.85)  -0.227
C (-0.41, 0.25, 1.31)  -0.519
N (-1.94, -2.41, -0.47)  0.060
N (-1.02, -1.60, -0.72)  -0.128
S (-1.03, 2.24, -1.10)  0.610
S (-0.83, 1.84, 1.67)  0.828
H (0.69, -1.06, -1.47)  0.147
H (1.30, 0.57, -2.18)  0.089
H (2.62, 0.49, -0.01)  0.123
H (1.32, 1.58, 0.23)  0.010
H (1.22, -1.16, 1.00)  0.072
H (1.64, 0.03, 1.93)  0.091
H (-2.55, -0.34, -0.58)  0.122
H (-1.17, -0.52, 1.60)  0.083
H (-1.53, -3.35, -0.19)  0.074
H (0.42, 2.55, 1.43)  -0.005

Properties
* energy relative to the best compared isomer or geometry (same formula, charge and spin): 514.72 kJ/mol
* 2S+1: 1
* total charge: 0
* frontier orbital gap (spin up / spin down): 7.19 / 7.19 eV
* LUMO (spin up / spin down): -0.74 / -0.74 eV

=====

Record 12
Computed, not measured: an isolated ion of composition C6H10N3 and charge +1 at a distorted geometry, with the ωB97M-V functional and the def2-TZVPD basis.

Each line ends with the Löwdin charge.
Cartesian coordinates (Å):
C (-2.57, -0.88, -0.25)  0.166
C (1.65, -1.14, -0.72)  -0.031
C (-1.34, 1.18, -0.23)  -0.127
C (1.23, 1.07, 0.26)  -0.167
C (-0.10, -0.85, 0.99)  -0.115
C (-0.20, 0.60, 0.78)  -0.250
N (-2.30, 0.23, -0.57)  0.004
N (1.58, 0.25, -0.85)  -0.004
N (0.71, -1.63, 0.15)  0.046
H (-3.30, -1.74, -0.45)  0.127
H (2.35, -1.57, -1.50)  0.171
H (-1.94, 2.01, 0.11)  0.132
H (-0.82, 1.45, -1.16)  0.123
H (1.27, 2.17, -0.06)  0.153
H (1.93, 1.08, 1.13)  0.135
H (-0.47, -1.31, 1.95)  0.133
H (-0.26, 1.14, 1.78)  0.158
H (1.88, 0.60, -1.76)  0.151
H (0.71, -2.67, 0.40)  0.195

Properties
* energy relative to the best compared isomer or geometry (same formula, charge and spin): 439.07 kJ/mol
* 2S+1: 1
* total charge: +1
* frontier orbital gap (spin up / spin down): 6.37 / 7.30 eV
* LUMO (spin up / spin down): -4.59 / -4.08 eV

=====

Q: Which of these has the lowest energy relative to the best compared isomer or geometry (same formula, charge and spin)?
A: number 3

=====

Q: total charge of number 2 (C6H10N2O)?
A: 0

=====

Q: total charge of number 10 (C6H10N2OS2)?
A: 0

=====

Q: Which formula does entry 11 have?
A: C6H10N2S2